No. 1
A 2-piece molecular cluster, C3H7N2O2 overall in a non-equilibrium geometry, computed with wB97M-V/def2-TZVPD.

Last column: Mulliken charge in e.
Geometry (Å):
C: -1.254 0.418 -0.356  -0.51
C: -0.716 -0.752 0.414  -0.06
C: 0.156 -1.614 -0.078  -0.59
N: 1.934 1.188 0.064  -0.45
N: 2.436 0.036 -0.037  0.05
O: 3.705 -0.120 -0.015  -0.72
O: -0.665 1.618 0.065  -0.65
H: -1.082 0.260 -1.435  0.24
H: -2.338 0.522 -0.196  0.27
H: -0.995 -0.786 1.459  0.25
H: 0.597 -2.388 0.529  0.26
H: 0.482 -1.573 -1.101  0.20
H: 0.348 1.460 0.076  0.51
H: 2.632 1.959 0.167  0.19

**E**: -378.4388 a.u.
**Net charge**: -1
**Energy above the lowest of the compared OMol25 structures with the same formula, charge and spin**: 3.792 eV


No. 2
C37H26N3OPV as an isolated structure in a non-equilibrium geometry, computed with wB97M-V/def2-TZVPD.

Last column: Mulliken charge in e.
Geometry (Å):
V: -0.150 0.955 0.079  -0.62
C: 4.018 -0.003 -0.901  -1.05
C: 2.737 -0.132 -0.335  -0.13
N: 1.913 0.881 -0.170  0.40
C: 2.360 2.144 -0.530  0.82
C: 3.614 2.352 -1.120  1.14
C: 4.440 1.223 -1.311  -0.71
C: 4.013 3.672 -1.464  -0.93
C: 3.180 4.707 -1.173  -0.87
C: 1.926 4.515 -0.542  -0.91
C: 1.486 3.256 -0.201  -0.20
N: 0.346 2.849 0.423  0.20
C: -0.315 3.409 1.489  0.07
C: -0.513 4.723 1.821  -0.78
C: -1.172 5.079 3.030  -0.86
C: -1.625 4.149 3.909  -0.98
C: -1.439 2.768 3.612  0.92
C: -1.822 1.724 4.482  -0.68
C: -1.579 0.428 4.143  -1.04
C: -0.967 0.155 2.905  0.12
N: -0.608 1.095 2.064  0.52
C: -0.826 2.412 2.408  0.64
H: 4.633 -0.886 -1.011  0.47
H: 2.377 -1.103 -0.022  0.52
H: 5.415 1.352 -1.769  0.42
H: 4.973 3.834 -1.937  0.39
H: 3.479 5.716 -1.430  0.39
H: 1.302 5.372 -0.333  0.41
H: -0.166 5.505 1.162  0.32
H: -1.312 6.131 3.249  0.39
H: -2.117 4.436 4.829  0.39
H: -2.307 1.968 5.421  0.42
H: -1.857 -0.393 4.788  0.44
H: -0.797 -0.866 2.587  0.30
O: -1.995 1.722 -0.474  -0.83
C: -2.038 0.448 -0.260  0.97
C: -2.909 -0.625 -0.225  -0.81
C: -4.338 -0.688 -0.279  -0.78
C: -4.958 -1.905 -0.141  -0.44
C: -4.238 -3.106 0.037  -0.83
C: -2.838 -3.070 0.048  -0.46
C: -2.187 -1.865 -0.081  0.49
P: -0.448 -1.471 -0.379  1.84
C: 0.487 -2.990 0.084  0.22
C: 0.287 -3.560 1.343  -0.51
C: 1.017 -4.666 1.752  -0.72
C: 1.973 -5.222 0.911  -0.57
C: 2.188 -4.664 -0.340  -0.70
C: 1.449 -3.559 -0.749  -0.32
C: -0.356 -1.478 -2.218  0.30
C: -0.960 -2.491 -2.961  -0.14
C: -0.927 -2.466 -4.346  -0.78
C: -0.296 -1.421 -5.013  -0.44
C: 0.303 -0.404 -4.289  -1.01
C: 0.274 -0.442 -2.899  0.04
H: -4.913 0.219 -0.407  0.55
H: -6.041 -1.946 -0.167  0.38
H: -4.762 -4.046 0.145  0.45
H: -2.275 -3.994 0.145  0.45
H: -0.465 -3.149 2.008  0.24
H: 0.837 -5.096 2.730  0.41
H: 2.540 -6.089 1.227  0.39
H: 2.927 -5.090 -1.006  0.42
H: 1.625 -3.139 -1.733  0.40
H: -1.474 -3.296 -2.449  0.43
H: -1.404 -3.258 -4.909  0.41
H: -0.280 -1.399 -6.096  0.38
H: 0.790 0.419 -4.796  0.45
H: 0.768 0.362 -2.362  0.19

**E**: -2950.4449 a.u.
**Multiplicity**: 4


No. 3
C37H41Cl3F4MnN4O4S2Te as an isolated structure in a non-equilibrium geometry, computed with wB97M-V/def2-TZVPD.

Last column: Mulliken charge in e.
Geometry (Å):
Mn: -0.787 0.920 -1.089  1.36
C: -0.706 -0.789 -4.427  -1.23
C: -1.558 -1.376 -3.300  0.07
N: -2.482 -0.390 -2.640  0.99
C: -3.392 0.113 -3.692  -0.57
C: -4.605 0.947 -3.285  -1.44
C: -3.200 -0.994 -1.513  -1.52
C: -3.614 0.048 -0.439  -1.34
N: -2.624 1.087 -0.210  0.89
C: -2.985 2.094 0.621  -0.02
C: -1.987 3.068 0.879  -0.17
F: -0.774 2.847 0.296  0.00
C: -2.193 4.174 1.672  -0.12
F: -1.163 5.034 1.884  -0.32
C: -3.434 4.372 2.279  -0.64
C: -4.461 3.473 2.012  0.20
F: -5.679 3.736 2.539  -0.33
C: -4.273 2.332 1.229  0.37
F: -5.339 1.492 1.048  -0.35
H: 0.242 -1.334 -4.463  0.43
H: -0.475 0.269 -4.279  0.04
H: -1.159 -0.920 -5.408  0.34
H: -0.901 -1.733 -2.506  -0.58
H: -2.133 -2.267 -3.637  0.60
H: -3.723 -0.763 -4.276  0.33
H: -2.750 0.698 -4.358  0.30
H: -5.478 0.329 -3.042  0.36
H: -4.892 1.549 -4.140  0.43
H: -4.411 1.626 -2.448  0.20
H: -2.531 -1.728 -1.056  0.57
H: -4.127 -1.499 -1.852  0.33
H: -3.826 -0.522 0.488  0.47
H: -4.573 0.475 -0.749  0.63
H: -3.635 5.218 2.911  0.51
Cl: 2.963 4.208 5.913  -0.21
C: 2.582 2.632 5.432  0.28
C: 1.257 2.324 5.052  -1.01
C: 0.920 1.007 4.703  -0.02
C: 1.907 -0.018 4.675  -0.57
C: 1.575 -1.423 4.225  1.58
C: 2.226 -1.729 2.863  -1.51
N: 1.261 -1.762 1.768  0.67
C: 0.902 -2.873 0.943  -1.34
C: -0.008 -2.390 0.043  -0.73
N: -0.175 -0.987 0.236  0.78
C: 0.598 -0.672 1.266  -1.06
O: 2.027 -2.353 5.250  -0.37
C: 0.988 -3.229 5.734  -1.03
C: 0.423 -4.159 4.680  0.29
C: -0.785 -3.954 4.008  0.66
Cl: -1.907 -2.717 4.250  -0.19
S: -1.036 -5.123 2.726  -0.15
C: 0.445 -5.890 3.114  -0.50
C: 1.121 -5.283 4.136  -0.67
C: 3.231 0.304 5.012  0.32
Cl: 4.530 -0.852 5.059  -0.19
C: 3.547 1.610 5.432  -0.72
H: 0.510 3.109 5.029  0.45
H: -0.117 0.784 4.441  0.45
H: 0.476 -1.465 4.212  -0.14
H: 2.776 -2.671 2.848  0.31
H: 2.937 -0.923 2.646  0.57
H: 1.314 -3.875 1.039  0.64
H: -0.559 -2.942 -0.711  0.47
H: 0.715 0.328 1.664  0.61
H: 0.195 -2.607 6.189  0.35
H: 1.481 -3.818 6.513  0.49
H: 0.766 -6.750 2.553  0.49
H: 2.097 -5.579 4.485  0.43
H: 4.580 1.820 5.683  0.43
C: -2.383 3.472 -4.843  -1.23
Te: -1.909 3.571 -2.745  0.50
C: -0.120 4.742 -3.016  -0.99
H: -2.275 4.485 -5.229  0.40
H: -3.373 3.072 -4.986  0.29
H: -1.642 2.823 -5.292  0.39
H: 0.313 4.426 -3.956  0.35
H: 0.557 4.410 -2.248  0.20
H: -0.361 5.796 -2.953  0.37
C: 5.240 -2.798 -4.073  -1.49
C: 4.453 -1.655 -3.495  1.07
C: 3.310 -1.929 -2.733  -1.02
C: 2.541 -0.904 -2.204  -0.26
C: 2.924 0.433 -2.400  -0.37
C: 4.081 0.713 -3.158  -0.55
C: 4.842 -0.324 -3.692  -0.76
S: 1.907 1.735 -1.765  1.46
O: 2.638 2.975 -1.829  -0.69
O: 1.459 1.298 -0.398  -0.51
O: 0.641 1.707 -2.584  -0.55
H: 4.860 -3.753 -3.695  0.34
H: 6.313 -2.708 -3.895  0.37
H: 5.092 -2.838 -5.164  0.31
H: 3.012 -2.954 -2.561  0.32
H: 1.637 -1.151 -1.648  0.48
H: 4.381 1.746 -3.350  0.47
H: 5.723 -0.050 -4.253  0.42

**E**: -5949.9318 a.u.
**Multiplicity**: 6
**Energy above the lowest of the compared OMol25 structures with the same formula, charge and spin**: 0.000 eV


No. 4
C51H51AsCuN2O11PSi as an isolated structure in a non-equilibrium geometry, computed with wB97M-V/def2-TZVPD.

Last column: Mulliken charge in e.
Geometry (Å):
Cu: -0.024 -0.334 0.077  -1.09
C: 4.202 2.475 -3.740  -0.56
C: 4.436 2.918 -2.447  -0.78
C: 3.926 2.217 -1.363  -0.60
C: 3.201 1.045 -1.557  0.43
C: 2.930 0.638 -2.863  -0.17
C: 3.432 1.341 -3.946  -0.91
As: 2.496 -0.050 -0.091  1.25
C: 3.649 -1.621 -0.304  0.75
C: 3.576 -2.363 -1.479  0.16
C: 4.380 -3.477 -1.665  -0.93
C: 5.255 -3.876 -0.666  -0.66
C: 5.299 -3.174 0.529  -0.85
C: 4.495 -2.059 0.711  -0.42
C: 3.360 0.775 1.443  -0.12
C: 4.735 1.006 1.493  0.01
C: 5.301 1.611 2.603  -0.88
C: 4.496 1.988 3.672  -0.63
C: 3.133 1.744 3.639  -0.42
C: 2.568 1.133 2.527  -0.34
H: 4.601 3.024 -4.584  0.38
H: 5.023 3.812 -2.279  0.41
H: 4.091 2.597 -0.366  0.44
H: 2.299 -0.228 -3.030  0.26
H: 3.221 1.004 -4.953  0.41
H: 2.867 -2.086 -2.248  -0.01
H: 4.316 -4.035 -2.590  0.44
H: 5.885 -4.745 -0.811  0.37
H: 5.959 -3.496 1.325  0.41
H: 4.523 -1.533 1.655  0.39
H: 5.360 0.702 0.662  0.60
H: 6.368 1.791 2.633  0.41
H: 4.941 2.473 4.533  0.38
H: 2.509 2.033 4.475  0.45
H: 1.504 0.937 2.475  -0.20
C: -0.761 3.077 3.179  -1.61
C: -2.153 2.899 2.569  1.71
C: -2.993 2.004 3.479  -1.33
C: -2.820 4.258 2.362  -1.88
O: -2.108 2.215 1.295  0.06
P: -1.028 2.495 0.146  -0.69
O: -0.538 3.889 0.099  -0.87
O: 0.108 1.458 0.271  1.30
O: -1.971 2.111 -1.086  0.07
C: -1.722 2.487 -2.457  1.98
C: -2.432 3.816 -2.702  -2.00
C: -2.309 1.372 -3.317  -1.37
C: -0.225 2.615 -2.758  -1.88
H: -0.838 3.570 4.149  0.56
H: -0.136 3.679 2.521  0.38
H: -0.294 2.100 3.314  0.24
H: -2.844 2.279 4.524  0.45
H: -2.693 0.967 3.332  0.04
H: -4.055 2.093 3.238  0.36
H: -2.840 4.819 3.298  0.41
H: -3.841 4.117 2.003  0.39
H: -2.257 4.816 1.615  0.33
H: -3.500 3.704 -2.508  0.37
H: -2.291 4.152 -3.731  0.40
H: -2.028 4.560 -2.015  0.37
H: -3.398 1.362 -3.264  0.33
H: -1.929 0.415 -2.958  0.05
H: -2.014 1.509 -4.358  0.45
H: 0.218 3.387 -2.131  0.38
H: -0.075 2.866 -3.808  0.59
H: 0.271 1.667 -2.540  0.23
O: 0.378 -2.064 -0.011  2.30
Si: 0.022 -3.609 -0.019  -1.32
C: 0.981 -4.393 1.426  0.30
C: 1.128 -5.771 1.594  -0.32
C: 1.808 -6.297 2.683  -0.75
C: 2.327 -5.450 3.652  -0.55
C: 2.170 -4.078 3.518  -0.51
C: 1.514 -3.562 2.410  0.01
C: -1.748 -4.231 0.233  1.02
C: -2.544 -3.688 1.245  -0.81
C: -3.827 -4.158 1.480  -0.30
C: -4.336 -5.203 0.721  -0.74
C: -3.556 -5.764 -0.280  -0.68
C: -2.279 -5.278 -0.523  -0.48
C: 0.544 -4.314 -1.700  1.10
C: 1.515 -5.305 -1.843  -0.45
C: 1.827 -5.832 -3.090  -0.64
C: 1.177 -5.364 -4.222  -0.58
C: 0.232 -4.352 -4.106  -0.59
C: -0.082 -3.841 -2.855  -0.39
H: 0.696 -6.446 0.861  0.40
H: 1.922 -7.370 2.785  0.40
H: 2.841 -5.859 4.514  0.37
H: 2.555 -3.414 4.284  0.42
H: 1.394 -2.490 2.297  -0.02
H: -2.152 -2.875 1.843  0.21
H: -4.431 -3.711 2.261  0.46
H: -5.333 -5.581 0.912  0.39
H: -3.946 -6.584 -0.873  0.41
H: -1.682 -5.722 -1.313  0.30
H: 2.038 -5.664 -0.964  0.35
H: 2.571 -6.616 -3.177  0.38
H: 1.411 -5.784 -5.193  0.34
H: -0.261 -3.971 -4.992  0.42
H: -0.827 -3.055 -2.765  0.44
O: -2.177 -0.802 1.790  -0.81
C: -2.628 -0.692 0.650  1.15
O: -1.939 -0.624 -0.421  0.09
C: -4.123 -0.618 0.442  0.24
C: -4.661 -0.616 -0.835  -0.21
C: -6.030 -0.453 -0.999  -0.73
C: -6.875 -0.297 0.085  -0.35
C: -6.319 -0.317 1.350  -0.75
C: -4.953 -0.479 1.542  -0.50
N: -7.191 -0.132 2.503  1.07
O: -6.682 -0.105 3.606  -0.62
O: -8.387 -0.016 2.302  -0.67
N: -6.598 -0.408 -2.340  1.09
O: -5.839 -0.522 -3.282  -0.62
O: -7.801 -0.257 -2.449  -0.67
H: -4.014 -0.735 -1.689  0.72
H: -7.935 -0.156 -0.055  0.61
H: -4.532 -0.491 2.537  0.85

**E**: -7418.4702 a.u.
**Net charge**: -1
**Multiplicity**: 2
**Energy above the lowest of the compared OMol25 structures with the same formula, charge and spin**: 0.401 eV


Look up the E of the second one. -2950.4449 a.u.